No. 1
67
Properties=species:S:1:pos:R:3:forces:R:3 method="wB97M-V/def2-TZVPD" fmax_ev_per_a=3.226 spin_multiplicity=1 energy_ha=-4643.37291 gap_ev=6.1162
Sn 0.5167 -0.4585 0.4467 0.518 1.272 2.919
Cl -1.5867 0.5891 0.6940 -0.482 0.223 -0.856
P 2.2666 -0.5263 3.2428 2.502 0.089 1.454
C 2.4120 -2.3039 3.8757 -0.130 0.794 -0.022
C 4.0770 0.0363 3.3217 -0.607 -0.209 0.298
C 1.4930 0.3051 4.7241 0.210 -0.586 0.000
C 2.3197 -3.2387 2.6713 0.045 -0.197 0.159
H 1.4954 -2.3785 4.4935 0.285 -0.276 -0.303
C 3.6093 -2.6883 4.7727 -0.483 -0.271 -0.373
H 4.5640 -2.6846 4.2216 -0.347 0.055 0.223
H 3.3972 -3.7250 5.0834 0.350 0.296 0.120
H 3.6841 -2.0540 5.6603 0.128 -0.217 -0.190
H 1.4023 -3.0661 2.0989 0.099 -0.100 0.065
H 2.3206 -4.2653 3.0475 -0.064 -0.101 -0.278
H 3.1774 -3.1212 1.9908 -0.255 -0.010 0.246
H 0.6223 -0.3568 4.9058 0.153 0.376 -0.013
C 0.9846 1.6833 4.3280 -0.051 0.086 0.058
C 2.3032 0.3549 6.0448 -0.609 0.226 -0.416
H 2.4934 -0.6487 6.4396 -0.036 0.323 0.020
H 1.6516 0.9125 6.7448 0.533 -0.299 -0.002
H 3.2515 0.8992 5.9285 -0.298 -0.196 0.105
H 0.3468 1.6142 3.4438 0.015 0.156 0.005
H 1.8015 2.3884 4.1216 -0.296 -0.222 0.042
H 0.3918 2.0713 5.1582 -0.067 0.209 -0.087
C 4.8281 -0.5542 2.1205 -0.022 0.172 0.119
H 4.3908 -0.4063 4.2967 0.369 0.515 -0.749
C 4.2387 1.5653 3.3000 -0.060 -0.236 -0.182
H 4.8247 -1.6483 2.1230 0.033 0.151 -0.098
H 5.8656 -0.2021 2.1524 -0.038 -0.190 -0.037
H 4.3913 -0.1805 1.1746 0.109 -0.262 0.437
H 3.7215 1.9997 2.4204 0.222 -0.199 0.628
H 5.3072 1.7807 3.1841 -0.112 0.126 0.122
H 3.8791 2.0313 4.2230 0.111 0.022 -0.277
H 1.6506 -1.5890 -0.1425 -0.118 -0.250 -0.723
H 0.5780 -0.5831 2.3522 -0.548 -0.377 -2.160
P -2.5687 0.3630 -3.2464 -0.175 0.016 -0.324
C -4.3677 0.5720 -2.7290 0.470 0.197 0.107
C -2.4066 1.5969 -4.6475 -0.285 -0.335 0.130
C -2.7090 -1.2899 -4.1266 0.292 0.483 0.248
C -4.3881 1.4136 -1.4387 -0.208 -0.234 -0.111
H -4.6489 -0.4686 -2.4756 -0.094 0.439 -0.051
C -5.3517 1.1467 -3.7577 -0.193 -0.113 0.422
H -5.1129 2.1991 -3.9935 -0.151 -0.513 -0.008
H -6.3498 1.1262 -3.2854 0.223 0.106 -0.327
H -5.3941 0.5480 -4.6745 -0.056 0.378 0.188
H -3.7145 0.9736 -0.6942 -0.265 0.267 -0.161
H -5.4114 1.4335 -1.0403 0.180 0.096 0.047
H -4.0733 2.4511 -1.6345 -0.068 -0.335 0.103
H -3.2790 -1.8786 -3.3834 0.216 0.037 -0.335
C -1.2959 -1.8975 -4.2433 -0.409 -0.135 -0.151
C -3.4656 -1.2946 -5.4619 0.254 -0.552 0.084
H -4.5126 -0.9969 -5.3272 0.366 -0.091 -0.193
H -3.4530 -2.3323 -5.8415 -0.116 0.384 -0.066
H -2.9755 -0.6549 -6.2168 -0.330 -0.252 0.327
H -0.7826 -1.8784 -3.2712 -0.081 0.005 -0.324
H -0.6883 -1.3602 -4.9870 -0.129 -0.191 0.309
H -1.3957 -2.9394 -4.5696 0.213 0.071 0.009
C -2.4100 3.0315 -4.0836 0.314 -0.241 -0.200
H -3.3011 1.4412 -5.2812 0.459 0.278 0.073
C -1.1339 1.3637 -5.4850 -0.184 0.313 0.275
H -3.3605 3.2871 -3.6002 0.345 -0.017 -0.021
H -2.2550 3.7141 -4.9317 -0.059 0.043 0.300
H -1.5707 3.1655 -3.3695 -0.521 -0.015 -0.304
H -0.2347 1.3350 -4.8355 -0.417 -0.062 -0.393
H -1.0408 2.2204 -6.1688 0.179 -0.271 0.060
H -1.2009 0.4503 -6.0876 0.177 0.226 0.206
Br 2.1816 1.6070 0.2242 -1.008 -0.877 -0.171

No. 2
77
Properties=species:S:1:pos:R:3:forces:R:3 method="wB97M-V/def2-TZVPD" fmax_ev_per_a=1.532 spin_multiplicity=1 energy_ha=-1681.06573 gap_ev=8.7558 total_charge=+1 de_lowest_kj_mol=77.91
Y 0.2527 0.8046 -0.1688 -0.350 0.378 -0.287
O 0.6293 2.9427 -0.0011 0.122 -1.482 -0.369
H 0.6629 3.8444 0.2699 0.003 0.556 0.199
O 0.9025 -1.2369 -0.7865 -0.156 0.895 0.586
H 1.2499 -2.0633 -1.0833 0.269 -0.445 -0.171
C -2.8556 2.7198 0.3057 0.124 0.239 -0.225
O -1.9665 1.8973 0.3143 -0.008 -0.558 0.340
N -4.1567 2.4308 0.1804 -0.651 -0.384 0.147
C -5.1422 3.4661 0.0499 -0.807 0.944 0.256
C -4.6547 1.0578 0.0416 0.112 0.766 0.241
H -2.6622 3.7989 0.3786 0.093 0.054 0.022
H -5.8662 3.5266 0.8741 0.333 -0.393 0.208
H -5.7839 3.3517 -0.8290 0.428 -0.089 -0.244
H -4.6731 4.4500 0.0274 0.108 -0.105 -0.223
H -4.5770 0.7756 -1.0075 -0.014 -0.429 0.087
H -4.1281 0.3857 0.7130 0.295 -0.071 -0.301
H -5.6983 1.0747 0.3505 -0.064 -0.093 -0.147
C 0.2755 0.0631 3.3021 0.460 -0.134 0.292
O 0.1358 0.4648 2.1663 -0.320 0.191 -0.448
N 0.9635 -1.0250 3.6638 -0.516 0.077 0.550
C 1.0720 -1.3513 5.0675 0.540 -0.620 0.603
C 1.5885 -1.9208 2.7117 -0.457 -0.057 -0.266
H -0.1374 0.6088 4.1562 -0.121 0.078 0.061
H 0.5244 -0.6952 5.7396 -0.039 0.412 -0.372
H 2.1260 -1.3313 5.3645 -0.090 0.010 0.054
H 0.6969 -2.3527 5.3052 0.041 -0.042 -0.372
H 1.2311 -2.9399 2.8756 0.071 -0.019 0.165
H 1.2749 -1.6367 1.7057 0.320 0.090 -0.070
H 2.6721 -1.9039 2.8213 0.063 0.048 -0.100
C 3.6114 0.9115 1.3046 -0.344 -0.304 -0.524
O 2.4779 0.8080 0.8536 0.047 0.138 0.050
N 4.6184 0.1201 0.9342 0.857 0.223 0.296
C 5.9770 0.3320 1.4609 -0.723 0.174 -0.827
C 4.5020 -0.8827 -0.1148 -0.297 0.173 0.237
H 3.8864 1.6767 2.0444 -0.072 -0.058 0.058
H 6.4381 -0.6431 1.5885 0.134 0.053 0.347
H 5.9320 0.9203 2.3715 0.093 -0.189 0.180
H 6.5451 0.8937 0.7164 0.208 -0.052 0.067
H 3.5142 -0.8423 -0.5733 -0.085 0.016 0.152
H 5.2612 -0.6975 -0.8758 0.085 -0.089 0.025
H 4.6528 -1.8588 0.3475 0.057 -0.142 -0.261
C -1.7915 -1.9038 0.8465 -0.320 0.061 -0.049
O -1.5582 -0.7776 0.4531 -0.181 0.002 0.266
N -2.3802 -2.1908 2.0231 0.262 -0.520 -0.077
C -2.7872 -1.1659 2.9524 -0.772 0.337 -0.043
C -2.6677 -3.5656 2.4015 -0.207 0.068 -0.353
H -1.6017 -2.7976 0.2346 0.217 0.027 0.008
H -3.8567 -1.2803 3.1610 0.039 -0.070 0.031
H -2.6649 -0.1831 2.5011 0.323 -0.045 0.005
H -2.2794 -1.2190 3.9168 0.250 -0.090 -0.106
H -2.1206 -3.8132 3.3097 -0.196 -0.176 0.108
H -3.7457 -3.7054 2.5124 0.042 0.108 0.439
H -2.4020 -4.2684 1.6121 0.374 0.196 -0.038
C -2.3502 0.3236 -2.7938 0.248 -0.132 -0.725
O -1.4793 0.4741 -1.9727 0.323 0.387 0.522
N -2.4955 -0.7863 -3.5420 -0.840 -0.172 -0.018
C -3.7217 -0.9740 -4.3076 0.252 -0.604 0.015
C -1.7522 -1.9777 -3.2234 1.385 -0.253 -0.311
H -3.0529 1.1152 -3.0896 -0.091 0.140 0.189
H -4.2737 -0.0419 -4.3787 -0.137 -0.028 0.125
H -4.2941 -1.7727 -3.8237 -0.343 0.319 0.026
H -3.5391 -1.3406 -5.3201 0.319 0.190 0.008
H -2.3103 -2.7441 -2.6834 -0.331 0.161 -0.005
H -1.3469 -2.4209 -4.1381 -0.367 -0.083 -0.098
H -0.8565 -1.7303 -2.6478 -0.270 0.236 0.282
C 1.9296 0.9380 -3.1617 1.110 0.369 0.442
O 1.1271 1.1709 -2.2758 -0.293 -0.030 -0.340
N 3.1356 1.5208 -3.2051 0.087 -0.185 -0.416
C 4.0797 1.1744 -4.2513 -0.105 -0.195 -0.591
C 3.6139 2.4281 -2.1882 0.265 0.769 0.014
H 1.8039 0.2076 -3.9711 -0.454 0.049 -0.021
H 3.5609 0.9657 -5.1894 -0.117 -0.161 0.154
H 4.6762 0.2975 -3.9891 0.104 0.106 0.058
H 4.7380 2.0065 -4.4953 0.008 0.084 0.335
H 4.6121 2.1124 -1.8717 -0.157 -0.175 0.261
H 3.7590 3.4287 -2.6130 -0.103 -0.097 -0.105
H 2.9198 2.5515 -1.3582 -0.074 -0.352 -0.007

No. 3
80
Properties=species:S:1:pos:R:3:forces:R:3 method="wB97M-V/def2-TZVPD" fmax_ev_per_a=4.001 spin_multiplicity=1 energy_ha=-2577.70434 gap_ev=4.7370 total_charge=-1
N -0.5934 -1.3256 -2.0199 1.010 1.629 -0.112
H 0.1604 -1.7049 -1.4525 -0.717 -0.356 0.204
H -0.1507 -1.0646 -2.9148 -0.176 -0.514 -1.509
H -0.7956 -0.3873 -1.6854 -0.254 -0.058 0.571
H -1.4525 -1.8609 -2.1962 -0.826 -1.282 -0.564
C 1.0307 0.0951 -4.8226 -2.129 -3.374 0.294
O 1.3143 0.6186 -3.5185 0.064 1.090 0.120
O 0.0904 -0.8921 -4.6468 1.388 2.352 -0.813
C 0.6364 1.2389 -5.8124 0.534 0.078 0.108
F 1.6607 2.1137 -5.9692 0.685 0.558 0.434
F 0.4428 0.8421 -7.1058 -0.883 -0.174 1.142
F -0.3860 2.0039 -5.3510 -0.066 -0.643 -0.710
C 2.6153 1.0091 -3.2481 1.596 -0.031 1.688
C 2.7977 1.1040 -1.7090 -0.547 0.775 -0.780
H 2.2906 2.0333 -1.4416 -0.524 -0.397 0.701
H 2.4077 0.1896 -1.2643 -0.230 0.299 0.310
H 3.8196 1.2744 -1.3668 0.261 -0.284 -0.434
H 2.9046 1.9820 -3.6533 -0.114 0.013 -0.446
H 3.3830 0.2741 -3.5089 -0.247 -0.247 -0.914
H 1.9690 -0.3383 -5.1902 0.498 0.304 -0.447
C -2.1805 -4.3903 -0.9124 -0.635 0.004 0.551
C -3.2215 -3.5547 -1.7307 0.944 0.723 -0.248
O -2.7312 -2.9643 -2.8733 -0.273 -0.691 1.095
H -2.7290 -5.0863 -0.2683 -0.148 -0.056 0.268
H -1.6101 -3.7549 -0.2307 0.408 0.054 -0.196
H -1.5283 -5.0388 -1.4984 0.094 0.396 -0.394
H -3.6367 -2.7768 -1.0685 0.227 0.400 0.824
H -4.1143 -4.1999 -1.7171 -0.342 -0.574 -1.248
C 2.3748 -5.6818 2.1248 -0.173 1.472 0.316
C 1.3077 -4.5747 1.8591 0.677 -0.546 -0.894
O 1.8353 -3.2734 2.1918 -0.397 0.673 -0.011
P 1.1950 -1.9488 1.5040 1.569 -0.021 -0.101
O 1.0498 -2.0065 0.0282 0.311 0.162 2.520
O -0.1506 -1.6403 2.3218 -0.227 -0.413 -0.675
C -0.3025 -1.9395 3.7388 1.659 0.704 0.112
C -1.4793 -1.1878 4.3308 -0.423 -0.623 -1.418
O 2.3383 -0.8639 1.9844 -1.681 -1.201 -1.089
C 2.9273 -0.8399 3.2671 0.363 0.051 0.844
C 4.4399 -0.8536 3.1794 0.259 -0.047 -0.205
H 3.3408 -5.2788 1.8159 -0.086 0.020 -0.457
H 2.5577 -5.8846 3.1804 -0.543 -0.338 0.053
H 2.1566 -6.5630 1.5252 -0.080 -0.079 0.289
H 1.1486 -4.5799 0.7797 -0.250 0.016 -0.016
H 0.3328 -4.6844 2.3340 0.139 -0.350 0.224
H -0.3029 -3.0125 3.9297 -0.379 -0.055 -0.291
H 0.6547 -1.5786 4.1164 -0.280 -0.023 0.839
H -2.3692 -1.5706 3.8264 -0.157 -0.023 0.090
H -1.6233 -1.3691 5.3941 0.346 0.243 0.018
H -1.4343 -0.1427 4.0271 0.166 0.109 0.514
H 2.5115 0.0157 3.8032 0.261 0.265 -0.052
H 2.6923 -1.7063 3.8878 -0.335 -0.215 -0.325
H 4.7429 -1.7744 2.6794 0.001 -0.074 0.069
H 4.9181 -0.0438 2.6283 -0.393 0.217 -0.007
H 4.8548 -0.8622 4.1881 0.004 -0.012 0.038
C -4.2717 4.1766 1.1197 -0.275 -0.688 -0.218
C -2.8593 4.2417 0.5317 -0.073 0.918 0.181
O -2.4452 3.0565 -0.1235 0.109 -1.128 0.151
P -0.9065 2.6604 -0.3548 0.415 0.112 0.293
O -0.7346 1.3149 -0.9359 -0.405 1.252 0.856
O -0.3055 3.8677 -1.2469 0.320 -0.822 1.223
C -0.2777 3.6052 -2.6809 -1.489 -0.797 -0.686
C -1.6196 4.0838 -3.2490 0.543 0.491 -0.172
O -0.2498 2.8882 1.1342 -0.411 0.281 -2.000
C -0.6593 2.0749 2.2400 0.194 0.502 0.109
C -0.4339 2.8998 3.4992 -0.352 -0.112 -0.156
H -4.5732 5.1154 1.5845 0.280 0.212 -0.221
H -5.0330 3.9062 0.3869 0.162 0.198 -0.284
H -4.4073 3.4259 1.9004 0.503 -0.135 0.051
H -2.7737 5.0216 -0.2271 -0.255 0.274 0.158
H -2.1662 4.5026 1.3336 0.148 -0.104 0.007
H 0.5574 4.0515 -3.2184 0.187 0.438 0.762
H -0.1917 2.5280 -2.8224 0.176 0.033 -0.073
H -1.5506 4.2004 -4.3308 -0.060 -0.343 -0.042
H -2.4506 3.4288 -2.9907 0.106 -0.092 -0.026
H -1.8324 5.0871 -2.8744 -0.033 0.030 0.169
H -1.7029 1.7669 2.1569 -0.072 0.040 -0.155
H -0.0436 1.1749 2.2583 0.027 -0.024 -0.072
H -1.1243 3.7345 3.6296 -0.345 -0.178 -0.270
H -0.5968 2.2076 4.3265 0.402 0.257 0.342
H 0.5417 3.3850 3.4841 0.248 -0.523 0.195